25
Properties=species:S:1:pos:R:3 method="wB97M-V/def2-TZVPD" gap_ev=7.286 homo_ev=-7.14 total_charge=0
Ag 0.28 1.79 -0.72
Cl -2.23 1.01 -0.27
C -2.12 0.11 1.24
C -3.34 -0.29 1.75
C -3.39 -1.02 2.92
C -2.21 -1.35 3.56
C -1.00 -0.93 3.03
Cl 0.43 -1.39 3.92
C -0.88 -0.17 1.85
S 0.70 0.31 1.27
H -4.25 -0.02 1.23
H -4.34 -1.34 3.32
H -2.21 -1.93 4.47
N 2.57 1.85 -1.60
C 2.73 0.85 -2.68
C 1.96 -0.42 -2.36
N 0.51 -0.16 -2.36
H 3.07 2.70 -1.82
H 2.96 1.49 -0.74
H 3.78 0.60 -2.85
H 2.34 1.29 -3.60
H 2.23 -0.76 -1.36
H 2.26 -1.20 -3.06
H 0.02 -0.88 -1.84
H 0.14 -0.15 -3.30

***

23
Properties=species:S:1:pos:R:3 method="wB97M-V/def2-TZVPD" gap_ev="6.901 / 6.901" homo_ev="-7.31 / -7.31" total_charge=0 relative_energy_ev=0.674
C 2.06 -0.48 -0.28
C 0.97 -1.19 -0.96
C -0.52 0.27 0.50
C -0.25 -1.12 -0.02
C 0.48 1.12 0.53
C 4.23 -0.17 0.50
C -1.49 -1.90 -0.61
C 0.45 2.58 0.88
N 1.77 0.69 0.30
O 3.30 -0.94 -0.21
Br 5.84 -1.27 0.29
Br 4.72 1.59 -0.46
H 0.76 -0.74 -1.96
H 1.31 -2.13 -1.17
H -1.44 0.84 0.75
H 0.14 -1.81 0.77
H -2.12 -1.37 -1.31
H -2.17 -2.06 0.21
H -1.20 -2.81 -1.03
H 0.38 3.20 0.03
H 1.32 2.75 1.37
H -0.37 2.97 1.47
H 2.46 1.22 0.58

***

21
Properties=species:S:1:pos:R:3 method="wB97M-V/def2-TZVPD" gap_ev=9.240 homo_ev=-8.58 total_charge=0 relative_energy_ev=0.357
C 2.47 1.47 1.79
C 1.94 0.96 0.69
C 0.89 1.61 -0.06
C 0.13 1.06 -1.00
C 0.13 -0.37 -1.43
C -1.30 -0.95 -1.36
C -1.93 -0.72 -0.01
Br -3.17 0.72 0.12
C -1.67 -1.41 1.10
O -0.80 -2.43 1.21
H 2.11 2.41 2.19
H 3.26 0.99 2.34
H 2.31 0.01 0.31
H 0.73 2.65 0.20
H -0.62 1.67 -1.49
H 0.47 -0.45 -2.47
H 0.80 -0.96 -0.81
H -1.92 -0.45 -2.11
H -1.28 -2.01 -1.59
H -2.17 -1.20 2.04
H -0.36 -2.57 0.36

***

23
Properties=species:S:1:pos:R:3 method="wB97M-V/def2-TZVPD" gap_ev=8.297 homo_ev=-8.75 total_charge=0
C 3.73 -0.59 0.77
C 2.69 -0.58 -0.35
C 2.53 -1.95 -0.94
C -1.27 1.91 -1.00
C -1.20 0.70 -0.46
C -2.21 0.01 0.38
C -3.69 0.19 0.14
C -3.07 0.77 1.36
H 4.69 -0.96 0.41
H 3.87 0.42 1.17
H 3.38 -1.24 1.58
H 1.73 -0.22 0.02
H 3.38 -2.28 -1.55
H -0.51 2.38 -1.61
H -1.90 -0.98 0.69
H -3.99 0.88 -0.65
H -4.32 -0.69 0.23
H -2.95 1.85 1.40
H -3.26 0.30 2.32
F -2.36 2.69 -0.81
S 1.26 -2.91 -0.69
Cl 3.21 0.54 -1.65
Cl 0.26 -0.21 -0.77

***

24
Properties=species:S:1:pos:R:3 method="wB97M-V/def2-TZVPD" gap_ev="7.459 / 7.458" homo_ev="-8.13 / -8.14" total_charge=0 relative_energy_ev=5.404
C 0.77 3.52 0.56
C 1.05 1.37 0.88
C 1.54 0.25 1.30
C -0.11 1.68 0.03
C -0.76 -0.54 -0.52
C 0.13 -0.92 -1.75
C -2.17 -1.04 -0.68
C -0.07 -2.48 0.71
N -0.22 3.02 -0.08
N -0.93 0.95 -0.62
N 1.56 2.59 1.13
N -0.36 -1.05 0.79
Cl 2.83 -0.30 2.24
H 1.08 4.66 0.56
H -0.12 -0.17 -2.58
H 0.00 -1.85 -2.11
H 1.10 -0.71 -1.50
H -2.43 -1.96 -0.26
H -2.56 -1.10 -1.64
H -2.85 -0.25 -0.14
H 0.53 -2.72 1.58
H -1.02 -3.01 0.79
H 0.58 -2.76 -0.18
H 2.44 2.82 1.48

***

22
Properties=species:S:1:pos:R:3 method="wB97M-V/def2-TZVPD" gap_ev=9.937 smiles=C[Si](C)(Cl)Sc1ccccc1 homo_ev=-9.24 total_charge=0 relative_energy_ev=0.000
C 0.34 -2.41 0.68
Si -0.09 -1.65 -0.93
C -0.54 -3.00 -2.10
Cl -1.98 -0.75 -0.59
S 1.23 -0.04 -1.43
C 0.67 1.12 -0.23
C -0.24 2.07 -0.67
C -0.70 3.07 0.16
C -0.22 3.17 1.46
C 0.70 2.24 1.90
C 1.13 1.21 1.08
H 0.14 -1.68 1.44
H -0.30 -3.28 0.80
H 1.37 -2.71 0.74
H -0.83 -2.55 -3.06
H 0.35 -3.66 -2.21
H -1.30 -3.62 -1.64
H -0.55 2.03 -1.70
H -1.44 3.76 -0.20
H -0.57 3.93 2.12
H 1.05 2.29 2.91
H 1.76 0.45 1.48

***

52
Properties=species:S:1:pos:R:3 method="wB97M-V/def2-TZVPD" gap_ev="5.758 / 5.984" s2=2.049 multiplicity=3 homo_ev="-2.97 / -3.23" total_charge=-2
V 4.29 30.11 -5.33
N 5.67 31.51 -4.95
S 6.44 32.71 -5.63
O 7.76 32.33 -6.17
O 6.06 34.11 -5.34
F 5.55 32.46 -7.00
S 6.50 31.64 -3.39
O 7.90 32.13 -3.35
O 6.10 30.57 -2.46
F 5.76 32.89 -2.76
N 7.69 30.86 -8.89
S 6.72 29.58 -8.22
O 6.79 28.36 -8.97
O 5.61 29.96 -7.32
F 7.90 29.13 -7.14
S 6.80 30.95 -10.19
O 5.42 31.41 -10.02
O 7.18 30.04 -11.28
F 7.57 32.37 -10.65
N 3.06 29.13 -6.42
S 2.48 29.11 -8.05
O 1.04 29.18 -8.40
O 3.44 28.41 -8.89
F 2.89 30.65 -8.22
S 2.17 27.92 -6.12
O 2.54 26.69 -6.70
O 0.83 28.24 -5.62
F 2.76 27.68 -4.58
C 2.12 30.76 -2.82
O 3.34 30.23 -3.33
H 1.26 30.30 -3.30
H 1.90 30.45 -1.80
H 2.08 31.84 -2.91
C 6.25 27.38 -4.65
O 5.41 28.47 -4.29
H 6.12 26.58 -3.92
H 5.95 27.08 -5.65
H 7.27 27.76 -4.79
C -2.09 32.29 -6.10
C -1.19 31.26 -5.98
C 0.16 31.38 -5.83
C 0.69 32.71 -5.79
C -0.17 33.81 -5.77
C -1.51 33.59 -6.07
N 2.12 32.80 -5.59
O 2.85 31.85 -5.83
O 2.52 33.82 -4.97
H -3.15 32.09 -6.18
H -1.53 30.24 -5.90
H 0.83 30.53 -5.78
H 0.15 34.80 -5.52
H -2.10 34.48 -6.22

***

24
Properties=species:S:1:pos:R:3 method="wB97M-V/def2-TZVPD" gap_ev=8.437 homo_ev=-8.06 total_charge=0 relative_energy_ev=0.000
H 4.24 -2.05 -0.33
N 3.28 -1.76 -0.47
C 3.21 -0.61 -0.02
F 4.25 0.14 0.44
C 1.76 0.30 -0.20
N 2.00 1.62 -0.14
C 0.92 2.34 -0.06
C 1.01 3.80 -0.29
N -0.36 1.82 0.07
C -0.56 0.54 -0.08
C -2.04 0.18 0.00
C 0.49 -0.36 -0.13
N 0.32 -1.72 -0.39
C -0.54 -2.78 0.05
H 2.06 4.16 -0.50
H 0.33 3.85 -1.07
H 0.54 4.33 0.62
H -2.51 0.33 0.94
H -2.43 0.90 -0.77
H -2.27 -0.86 -0.34
H 1.23 -2.10 -0.50
H -0.09 -3.57 0.65
H -1.54 -2.50 0.45
H -0.72 -3.44 -0.88